No. 1
Molecular formula: C35H63BrMnO3Si2Te2
Method: DFT, ωB97M-V/def2-TZVPD

Properties
E_LUMO (spin up / spin down)	-7.148 / -7.627	eV
HOMO-LUMO gap (spin up / spin down)	5.914 / 5.540	eV
HOMO level (spin up / spin down)	-13.1 / -13.2	eV
<S²>	3.86
2S+1	4
net charge	+2

```
107
C35H63BrMnO3Si2Te2 | the Open Molecules 2025 dataset | ωB97M-V/def2-TZVPD
Mn 11.7437 17.6368 12.8526
C 11.7458 16.5769 15.7449
O 12.1179 17.6006 14.7918
C 13.3295 18.3159 15.0984
C 14.3611 17.7596 14.1653
O 13.8435 17.8560 12.8275
C 14.8190 17.3427 11.8950
H 11.4021 17.0880 16.6315
H 12.6095 15.9180 15.9675
H 10.9700 15.9685 15.2753
H 13.5835 18.1122 16.1281
H 13.1128 19.3607 14.9719
H 14.5666 16.7007 14.3675
H 15.2802 18.3412 14.2217
H 15.7954 17.7949 12.1529
H 14.5079 17.6482 10.8965
H 14.8618 16.2588 11.9893
C 10.6936 23.3664 8.0074
C 11.9442 22.4822 8.0751
C 11.9531 21.6170 6.8261
C 13.1990 23.3682 8.0363
C 11.9101 21.6673 9.3384
C 11.8905 20.2799 9.3201
C 11.8564 19.6578 10.5265
Br 11.7229 17.7514 10.3986
C 11.8341 20.2577 11.7733
O 11.6339 19.4654 12.8649
C 11.8798 21.6495 11.8062
C 11.9071 22.3068 10.5848
C 11.9830 22.5909 13.0392
C 12.0618 21.8474 14.3600
C 10.7500 23.5078 13.0640
C 13.1977 23.5115 12.9231
H 10.6436 23.9505 7.0724
H 10.6403 24.0336 8.8587
H 9.7835 22.7639 7.9959
H 12.0261 22.1972 5.9000
H 11.0662 20.9779 6.7398
H 12.8309 20.9445 6.8255
H 13.2673 23.9240 7.0867
H 14.0930 22.7372 8.1629
H 13.1762 24.1479 8.8143
H 11.8885 19.7083 8.4146
H 11.8550 23.3862 10.5417
H 11.1236 21.3035 14.5837
H 12.2424 22.5481 15.1507
H 12.8834 21.1073 14.3735
H 9.8153 22.9517 13.0118
H 10.8118 24.2115 12.2254
H 10.7298 24.1323 13.9653
H 14.1533 22.9577 12.9167
H 13.2191 24.1780 13.7902
H 13.1159 24.0944 11.9991
C 11.9957 8.6556 13.3063
C 11.9417 10.1265 13.0649
C 12.6553 11.0393 13.8609
C 12.6394 12.4082 13.6360
C 13.5172 13.2691 14.4966
C 11.8197 12.8839 12.6075
Te 11.8828 14.8647 11.9454
C 11.0353 12.0079 11.8097
C 10.1411 12.4899 10.7163
C 11.0873 10.6486 12.0985
H 12.3347 8.4051 14.3095
H 12.6609 8.1572 12.5761
H 11.0113 8.2068 13.1346
H 13.2496 10.6777 14.6960
H 13.8527 12.7065 15.3734
H 12.9934 14.1906 14.7868
H 14.4392 13.5335 13.9243
H 9.3755 13.1755 11.1006
H 9.6052 11.6616 10.2468
H 10.6472 13.0225 9.9191
H 10.5340 9.9640 11.4886
C 9.3974 19.4469 15.9681
Si 7.7884 19.0318 15.1635
C 6.3227 19.0741 16.2775
C 7.5907 20.0526 13.6232
C 7.9571 17.1957 14.6125
Te 9.2356 16.7866 12.9250
C 8.0525 17.6252 11.3273
Si 7.3241 16.2908 10.1036
C 6.0484 17.2059 9.0941
C 8.7923 15.6420 9.1245
C 6.5834 14.9993 11.2508
H 9.5092 20.5075 16.2117
H 10.2153 19.1792 15.2646
H 9.5105 18.8502 16.8861
H 6.1045 20.0653 16.6796
H 6.4691 18.4262 17.1648
H 5.3976 18.7130 15.8105
H 7.5409 21.1140 13.9070
H 6.6486 19.8335 13.1099
H 8.4101 19.9360 12.9110
H 6.9779 16.8149 14.3071
H 8.3456 16.5393 15.4084
H 8.6860 18.3526 10.8238
H 7.2291 18.1276 11.8434
H 6.5039 18.0702 8.5878
H 5.2108 17.5303 9.7436
H 5.5695 16.5788 8.3220
H 9.1524 16.3747 8.3932
H 8.4429 14.7588 8.5498
H 9.5927 15.3087 9.7982
H 5.9246 15.4486 12.0185
H 7.3791 14.4559 11.8054
H 6.0275 14.2526 10.6886
```



No. 2
Molecular formula: C35H63F16N2O5Si
Method: DFT, ωB97M-V/def2-TZVPD

Properties
E_LUMO	-2.318	eV
HOMO-LUMO gap	9.427	eV
HOMO level	-11.7	eV
2S+1	1
net charge	+1

```
122
C35H63F16N2O5Si | the Open Molecules 2025 dataset | ωB97M-V/def2-TZVPD
C 6.4478 2.2844 2.4398
O 5.4409 2.9544 1.6569
C 4.9076 1.9823 0.7462
C 3.6128 2.5907 0.0544
C 3.5059 4.1508 0.1974
C 2.1228 4.6133 -0.4307
C 1.6346 6.0018 0.1065
C 1.3713 6.0371 1.6589
C 0.1057 6.9047 2.0558
C -1.2296 6.3252 1.4592
C -2.2111 5.7343 2.5651
C -2.4515 4.2067 2.2649
N -1.1479 3.5273 2.4991
C -1.2964 2.0427 2.2231
C 0.0955 1.4102 2.7001
C -1.4326 1.8611 0.6746
C -2.8515 1.6899 0.0416
C -2.7157 2.0708 -1.5052
C -3.8806 1.3750 -2.3040
C -2.9636 3.6297 -1.6297
C -2.4192 1.5379 3.1788
C -2.5700 -0.0094 3.3621
C -2.1820 -0.9086 2.1451
O -2.0499 -2.2659 2.5960
Si -0.4201 -2.7497 2.8372
C 0.6741 -2.5202 1.2732
C 0.4277 -2.0299 4.3835
C -0.4890 -4.6501 3.1221
O -3.7201 2.1432 2.9721
C -3.6114 3.5641 3.1421
N -4.8717 4.1417 2.7188
H 6.0175 1.9599 3.4212
H 6.7438 1.3527 1.8992
H 7.3350 2.9196 2.6483
H 5.6525 1.6978 -0.0361
H 4.5642 1.1052 1.3520
H 3.6517 2.2696 -1.0164
H 2.6805 2.1321 0.4804
H 4.3412 4.5870 -0.4056
H 3.5462 4.5052 1.2517
H 2.3183 4.7520 -1.5275
H 1.3417 3.8081 -0.3720
H 2.4148 6.7650 -0.1328
H 0.6768 6.2516 -0.4191
H 2.2393 6.5816 2.1155
H 1.3297 5.0181 2.1219
H 0.0613 6.8953 3.1764
H 0.2812 7.9718 1.7737
H -0.9245 5.5047 0.7474
H -1.7529 7.0777 0.8229
H -3.1523 6.3307 2.4649
H -1.8174 5.9277 3.5899
H -2.7855 4.1683 1.1988
H -0.9382 3.6001 3.5044
H -0.3705 3.8616 1.9189
H 0.8828 2.2077 2.7368
H -0.0768 1.0295 3.7331
H 0.4649 0.6288 2.0028
H -0.9570 2.7553 0.1755
H -0.8117 0.9918 0.3449
H -3.6403 2.3645 0.4409
H -3.1891 0.6243 0.0396
H -1.7034 1.7947 -1.8893
H -3.7468 1.5569 -3.3939
H -4.8484 1.7954 -1.9486
H -3.8532 0.2796 -2.0774
H -2.7483 3.9437 -2.6834
H -2.3171 4.2229 -0.9335
H -4.0240 3.9059 -1.4192
H -2.1277 1.9247 4.2066
H -1.9702 -0.3194 4.2513
H -3.6309 -0.2479 3.6278
H -1.2559 -0.6141 1.6036
H -3.0603 -0.9132 1.4480
H 0.6274 -1.4652 0.9162
H 0.4122 -3.2513 0.4885
H 1.7264 -2.6721 1.6336
H 0.0896 -1.0165 4.6930
H 1.5364 -2.0004 4.2285
H 0.2542 -2.7461 5.2282
H -1.1712 -4.8414 3.9825
H 0.5316 -5.0785 3.2811
H -0.8945 -5.1378 2.2046
H -3.3738 3.8265 4.2117
H -4.9128 5.1436 2.8678
H -5.0599 3.9305 1.7422
C -0.5551 -3.5125 -3.9058
C -0.0234 -2.7232 -2.6832
C -0.9985 -1.7637 -1.9830
F -1.4525 -0.7917 -2.7857
F -0.3806 -1.1259 -0.9422
F 1.1131 -2.0870 -3.0331
F 0.3363 -3.6573 -1.7549
O -0.2635 -3.0274 -5.2294
C -1.0680 -2.0432 -5.8245
C -0.3178 -0.7237 -6.0545
F 0.2047 -0.2299 -4.9149
F -1.1596 0.2148 -6.5426
F -2.2055 -1.8931 -5.1269
F -1.4306 -2.5313 -7.0233
H -0.0328 -4.4696 -3.8738
H -1.6105 -3.7676 -3.7992
H -1.8581 -2.3041 -1.5774
H 0.5000 -0.8680 -6.7610
C 2.5226 -9.4952 -2.2319
C 1.0824 -9.7645 -2.7359
C 0.8066 -9.6117 -4.2382
F 1.0434 -8.3759 -4.7055
F -0.5003 -9.8677 -4.4913
F 0.2219 -9.0172 -2.0096
F 0.8087 -11.0627 -2.4283
O 2.8337 -8.2113 -1.6545
C 3.1820 -7.1245 -2.4695
C 2.1477 -5.9921 -2.4175
F 0.9133 -6.4129 -2.7553
F 2.4789 -5.0093 -3.2857
F 3.4453 -7.5462 -3.7139
F 4.3451 -6.6501 -1.9849
H 2.6614 -10.1810 -1.3943
H 3.2737 -9.7940 -2.9639
H 1.4050 -10.3194 -4.8176
H 2.0917 -5.5707 -1.4135
```



Number 1: energy -6436.6565 Eh. Number 2: energy -3744.2306 Eh.